Record 1
Density functional theory data (wB97M-V/def2-TZVPD) for a structure of composition C71H57CoFGeNOP3S2.

CARTESIAN COORDINATES (ANGSTROEM)
Co1 0.828 -1.149 -1.117
F1 0.758 -2.422 -5.969
Ge1 0.221 -2.081 -4.322
C1 -0.019 -3.968 -3.650
C2 0.059 -4.967 -4.607
C3 0.168 -6.296 -4.225
C4 0.210 -6.629 -2.883
C5 0.095 -5.641 -1.919
C6 -0.022 -4.304 -2.296
P1 -0.516 -3.070 -1.038
C7 -0.005 -3.606 0.618
C8 -0.825 -3.228 1.686
C9 -0.508 -3.617 2.972
C10 0.648 -4.344 3.211
C11 1.498 -4.662 2.163
C12 1.179 -4.297 0.868
C13 -2.291 -3.529 -1.141
C14 -3.004 -3.132 -2.269
C15 -4.255 -3.664 -2.526
C16 -4.804 -4.593 -1.654
C17 -4.099 -4.984 -0.527
C18 -2.845 -4.462 -0.267
C19 2.019 -1.725 -3.454
C20 3.115 -1.559 -4.301
C21 4.311 -2.138 -3.920
C22 4.399 -2.858 -2.737
C23 3.341 -2.896 -1.841
C24 2.178 -2.229 -2.180
P2 2.276 -0.221 0.531
C25 3.953 -0.886 0.291
C26 4.783 -0.321 -0.679
C27 6.005 -0.898 -0.977
C28 6.406 -2.052 -0.316
C29 5.582 -2.620 0.642
C30 4.355 -2.051 0.938
C31 1.887 -0.535 2.283
C32 2.834 -0.702 3.290
C33 2.415 -0.944 4.585
C34 1.064 -0.980 4.897
C35 0.122 -0.762 3.907
C36 0.534 -0.559 2.604
C37 -0.815 -0.397 -4.673
C38 -1.151 -0.138 -5.998
C39 -1.780 1.043 -6.350
C40 -2.116 1.958 -5.366
C41 -1.780 1.697 -4.054
C42 -1.101 0.532 -3.687
P3 -0.662 0.470 -1.900
C43 -2.367 0.215 -1.232
C44 -2.592 -0.024 0.126
C45 -3.857 -0.307 0.607
C46 -4.930 -0.415 -0.263
C47 -4.708 -0.270 -1.622
C48 -3.446 0.035 -2.102
C49 0.341 2.023 -2.090
C50 1.647 1.717 -2.473
C51 2.504 2.703 -2.925
C52 2.062 4.012 -3.011
C53 0.776 4.328 -2.606
C54 -0.081 3.345 -2.136
H1 0.045 -4.702 -5.653
H2 0.236 -7.064 -4.980
H3 0.315 -7.660 -2.579
H4 0.082 -5.912 -0.873
H5 -1.722 -2.651 1.496
H6 -1.170 -3.368 3.787
H7 0.886 -4.662 4.212
H8 2.399 -5.222 2.353
H9 1.826 -4.571 0.047
H10 -2.571 -2.423 -2.966
H11 -4.790 -3.369 -3.415
H12 -5.776 -5.018 -1.853
H13 -4.512 -5.718 0.149
H14 -2.300 -4.807 0.597
H15 2.995 -1.099 -5.271
H16 5.152 -2.091 -4.597
H17 5.306 -3.385 -2.496
H18 3.450 -3.414 -0.904
H19 4.474 0.572 -1.204
H20 6.636 -0.456 -1.735
H21 7.352 -2.514 -0.557
H22 5.871 -3.525 1.153
H23 3.706 -2.522 1.660
H24 3.892 -0.666 3.071
H25 3.150 -1.109 5.356
H26 0.752 -1.187 5.907
H27 -0.928 -0.770 4.147
H28 -0.186 -0.424 1.811
H29 -0.901 -0.854 -6.766
H30 -2.014 1.244 -7.383
H31 -2.625 2.876 -5.613
H32 -2.063 2.398 -3.284
H33 -1.776 0.037 0.825
H34 -4.010 -0.456 1.666
H35 -5.919 -0.628 0.111
H36 -5.517 -0.402 -2.323
H37 -3.327 0.129 -3.168
H38 1.991 0.684 -2.440
H39 3.506 2.450 -3.234
H40 2.715 4.782 -3.385
H41 0.422 5.345 -2.665
H42 -1.067 3.640 -1.812
O1 -0.340 1.742 0.384
S1 -0.874 2.391 1.623
C55 0.244 3.773 2.026
C56 0.266 4.190 3.350
C57 1.025 5.296 3.704
C58 1.792 5.944 2.746
C59 1.789 5.499 1.434
C60 0.999 4.421 1.063
C61 -2.232 3.493 1.122
C62 -2.688 4.436 2.028
C63 -3.661 5.337 1.630
C64 -4.171 5.288 0.342
C65 -3.751 4.303 -0.534
C66 -2.794 3.384 -0.135
H43 -0.321 3.674 4.096
H44 1.003 5.660 4.718
H45 2.378 6.808 3.018
H46 2.384 6.000 0.687
H47 0.970 4.082 0.040
H48 -2.292 4.480 3.029
H49 -4.014 6.081 2.323
H50 -4.903 6.014 0.025
H51 -4.165 4.251 -1.528
H52 -2.489 2.579 -0.784
S2 2.721 1.883 0.601
C67 3.856 2.071 1.938
N1 3.369 2.695 3.043
C68 4.126 2.950 4.128
C69 5.449 2.591 4.148
C70 5.997 1.967 3.018
C71 5.196 1.712 1.918
H53 2.402 3.017 3.013
H54 3.639 3.441 4.956
H55 6.064 2.812 5.004
H56 7.041 1.700 3.000
H57 5.613 1.249 1.039

## Properties
multiplicity: 1
charge: +3
E_HOMO (alpha / beta): -0.55116 / -0.55120 Ha
LUMO energy (alpha / beta): -0.3337 / -0.3380 Eh
HOMO-LUMO gap (alpha / beta): 5.918 / 5.802 eV

Here are the Löwdin charges for atoms 1 to 2, given in e:
1 Co 0.14
2 F -0.25

Record 2
Density functional theory data (wB97M-V/def2-TZVPD) for a structure of composition C7H12MgN3.

CARTESIAN COORDINATES (ANGSTROEM)
C1 -0.018 -1.199 1.987
Mg1 -1.156 0.616 -1.753
N1 0.944 0.237 -1.648
H1 -0.469 -2.830 3.164
H2 1.201 -0.137 -2.563
H3 -0.484 -2.093 2.450
H4 -0.018 -1.449 0.914
H5 -0.755 -0.391 2.054
H6 0.970 -0.902 2.382
H7 1.407 1.146 -1.527
H8 1.308 -0.417 -0.946
N2 -1.253 7.479 1.241
C2 -1.218 6.476 0.631
C3 -1.177 5.168 -0.006
C4 -0.038 4.381 0.177
C5 -0.040 3.091 -0.357
N3 -1.087 2.629 -1.099
C6 -2.168 3.421 -1.303
C7 -2.259 4.681 -0.727
H9 0.719 4.699 0.907
H10 0.764 2.367 -0.155
H11 -2.953 2.976 -1.903
H12 -3.151 5.301 -0.826

## Properties
multiplicity: 1
ΔE to the lowest compared entry with this formula, charge and spin: 173.6 kJ/mol
charge: -1
E_HOMO (alpha / beta): -0.03823 / -0.04466 Ha
LUMO energy (alpha / beta): 0.0449 / 0.0448 Eh
HOMO-LUMO gap (alpha / beta): 2.262 / 2.435 eV

Here are the natural (NBO) charges for atoms 1 to 2, given in e:
1 C -1.02
2 Mg 0.27

The calculation returns the following max |F| values, one per record and in order: 2.18; 3.80 eV/A.